C8H13BaFNO3RbS as an isolated structure at a distorted geometry. Source: OMol25; level of theory: ωB97M-V with the def2-TZVPD basis set.

Each line ends with the Mulliken charge.
Atoms and positions in Å:
Rb -6.76 0.49 -2.43  1.00
Ba -2.03 2.53 2.63  1.86
F -3.00 1.23 -0.72  -0.92
O 0.57 3.85 -0.78  -0.62
S 1.93 3.91 -1.36  1.12
O 2.96 4.71 -0.69  -0.57
O 2.53 2.42 -1.60  -0.33
C 1.73 1.40 -2.31  -0.18
C 1.67 -0.02 -1.77  -1.25
C 1.80 4.37 -3.15  -0.81
H 2.13 1.47 -3.32  0.30
H 0.70 1.75 -2.36  0.42
H 1.64 -0.08 -0.69  0.32
H 2.49 -0.60 -2.20  0.30
H 0.80 -0.64 -2.01  0.37
H 0.92 5.01 -3.25  0.32
H 1.72 3.48 -3.78  0.29
H 2.76 4.89 -3.19  0.34
N -1.54 -2.08 3.02  -0.53
C -0.66 -2.65 3.83  0.02
C -0.29 -3.99 3.77  -0.55
C -1.09 -4.80 2.96  -0.12
C -2.11 -4.27 2.16  -0.37
C -2.28 -2.85 2.12  -0.21
H -0.30 -1.91 4.53  0.37
H 0.41 -4.34 4.52  0.37
H -0.88 -5.86 2.95  0.37
H -2.70 -4.95 1.55  0.35
H -3.12 -2.45 1.57  0.35

Calculated values
Energy above the lowest of the compared OMol25 structures with the same formula, charge and spin ... 412.50 kJ/mol
Electronic energy ... -31024.17134 eV
Charge ... +2
Kohn-Sham gap ... 6.09 eV

---

An isolated molecule of C4H10FN3 at a distorted geometry. Source: OMol25; level of theory: ωB97M-V with the def2-TZVPD basis set.

Each line ends with the Mulliken charge.
Atoms and positions in Å:
C 2.04 0.29 0.43  -1.03
N 1.08 -0.13 -0.65  -0.39
C -0.46 -0.29 -0.42  0.14
C -1.05 0.92 0.04  -0.31
N -1.64 0.99 1.21  -0.37
N -0.94 0.22 2.16  -0.39
C -0.99 -0.70 -1.77  -0.67
F -1.04 0.46 -2.52  -0.29
H 2.36 -0.41 1.15  0.30
H 3.02 0.53 -0.09  0.28
H 1.60 1.06 0.90  0.48
H 1.44 -1.12 -1.02  0.26
H -0.69 -1.17 0.15  0.35
H -1.31 1.68 -0.74  0.43
H -0.14 -0.23 1.72  0.23
H -0.73 0.54 3.15  0.28
H -1.99 -1.10 -1.41  0.29
H -0.57 -1.54 -2.28  0.41

Calculated values
Energy above the lowest of the compared OMol25 structures with the same formula, charge and spin ... 387.38 kJ/mol
Electronic energy ... -11493.96200 eV
Charge ... 0
Structure (SMILES) ... CN[C@@H](/C=N\N)CF
Kohn-Sham gap ... 9.32 eV

---

A 7-piece molecular cluster, C15H44N6O7 overall at a distorted geometry. Source: OMol25; level of theory: ωB97M-V with the def2-TZVPD basis set.

Each line ends with the Mulliken charge.
Atoms and positions in Å:
N 3.13 -2.00 -0.93  -0.41
C 2.18 -1.57 -0.19  -0.21
N 2.53 -1.03 0.95  -0.19
O 0.84 -1.44 -0.75  -0.44
H 3.00 -2.36 -1.89  0.31
H 4.02 -2.23 -0.50  0.22
H 1.80 -0.98 1.68  -0.24
H 3.51 -1.01 1.32  0.35
N -4.67 -2.20 2.36  -0.41
C -3.68 -1.50 2.04  0.28
N -3.85 -0.28 1.86  -0.23
O -2.41 -2.01 1.94  -0.79
H -4.42 -3.15 2.70  0.29
H -5.58 -1.95 2.12  0.20
H -2.99 0.14 1.62  0.23
H -4.54 0.32 2.26  0.23
N 3.45 1.37 -0.15  -0.08
C 4.19 1.51 -1.25  0.38
N 4.35 0.32 -1.73  -0.24
O 4.93 2.64 -1.59  -0.74
H 3.28 2.20 0.36  0.21
H 3.00 0.56 0.27  0.03
H 4.94 0.21 -2.52  0.22
H 3.65 -0.45 -1.58  0.35
C 1.26 1.01 -3.24  -0.79
C 0.56 2.34 -3.63  0.80
C 1.33 3.57 -3.25  -1.54
O 0.23 2.44 -4.81  -0.54
H 1.44 0.99 -2.12  -0.16
H 2.20 0.95 -3.83  0.45
H 0.83 0.06 -3.35  0.45
H -0.39 2.43 -2.96  -0.18
H 1.76 3.53 -2.25  0.24
H 0.80 4.41 -3.21  0.48
H 2.22 3.59 -3.90  0.36
H -0.65 2.87 -4.87  0.46
C 0.18 -2.54 4.52  -1.53
C 0.16 -1.28 3.67  0.89
C 1.45 -0.43 3.94  -1.76
O 0.13 -1.52 2.45  -0.48
H 1.16 -2.97 4.35  0.35
H -0.55 -3.24 4.13  0.34
H 0.03 -2.33 5.54  0.42
H -0.70 -0.65 3.86  0.39
H 1.60 0.34 3.24  0.39
H 2.44 -0.92 3.96  0.34
H 1.41 0.00 4.91  0.45
H -0.79 -1.90 2.33  0.21
C -2.58 -0.20 -2.29  -1.59
C -2.14 -1.46 -1.50  1.88
C -3.40 -2.38 -1.33  -1.83
O -1.34 -2.21 -2.05  -0.65
H -3.19 -0.38 -3.14  0.52
H -1.77 0.57 -2.50  0.09
H -3.26 0.29 -1.68  0.48
H -1.76 -1.21 -0.49  -0.49
H -3.26 -3.24 -0.72  0.45
H -3.78 -2.77 -2.30  0.35
H -4.11 -1.85 -0.70  0.30
H -0.45 -2.02 -1.70  0.72
C -1.91 2.20 -0.02  -1.76
C -0.73 1.32 0.47  2.17
C 0.52 2.14 0.89  0.00
O -0.98 0.60 1.42  -0.34
H -2.70 1.55 -0.36  0.23
H -1.57 2.80 -0.84  0.38
H -2.32 2.94 0.71  0.36
H -0.34 0.75 -0.41  -0.65
H 0.52 2.57 1.90  0.27
H 0.88 2.92 0.23  0.39
H 1.29 1.34 0.97  -0.64
H -0.35 -0.11 1.52  -0.04

Calculated values
Energy above the lowest of the compared OMol25 structures with the same formula, charge and spin ... 944.36 kJ/mol
Electronic energy ... -39535.58827 eV
Charge ... 0
Structure (SMILES) ... NC(N)=O.NC(N)=O.NC(N)=O.CC(C)O.CC(C)O.CC(C)O.CC(C)O
Kohn-Sham gap ... 8.64 eV

---

C13H46F2HgNO14S2 as an isolated structure at a distorted geometry. Source: OMol25; level of theory: ωB97M-V with the def2-TZVPD basis set.

Each line ends with the Mulliken charge.
Atoms and positions in Å:
Hg 1.56 -2.85 0.91  1.93
N -0.32 -1.70 0.63  0.05
S -1.04 -1.01 -0.65  0.70
O -0.29 -0.02 -1.32  -0.50
O -2.44 -0.91 -0.55  -0.49
F -0.80 -2.27 -1.61  -0.20
S -0.88 -0.72 1.82  0.48
O -2.13 -0.97 2.39  -0.48
O -0.40 0.61 1.67  -0.28
F 0.14 -1.26 2.98  -0.32
C -0.12 -5.36 -0.78  -0.43
O 0.00 -5.15 0.64  -0.48
H 0.02 -6.40 -1.04  0.36
H -1.05 -4.95 -1.16  0.29
H 0.67 -4.77 -1.25  0.06
H -0.72 -5.57 1.13  0.29
O 2.16 -2.19 -1.24  -0.41
H 3.08 -2.38 -1.45  0.22
H 1.78 -1.89 -2.09  0.17
O 1.21 -3.78 2.99  -0.52
H 1.17 -4.70 3.28  0.27
H 1.37 -3.25 3.78  0.30
O 2.64 -1.03 1.80  -0.67
H 3.52 -0.63 1.86  0.26
H 2.06 -0.38 2.22  0.30
C -0.03 3.73 -0.03  -0.57
C 0.83 4.71 -0.78  -0.02
O 0.03 5.85 -1.07  -0.54
H -0.20 4.13 0.97  0.25
H 0.47 2.75 0.03  -0.08
H -0.95 3.46 -0.55  0.42
H 1.19 4.27 -1.72  0.03
H 1.73 5.01 -0.23  0.22
H 0.45 6.40 -1.73  0.30
C -5.36 -0.16 -1.07  -0.68
C -6.82 -0.06 -1.54  -0.36
O -6.88 0.20 -2.95  -0.55
H -4.70 -0.12 -1.93  0.28
H -5.25 -1.13 -0.57  0.23
H -5.07 0.52 -0.28  0.30
H -7.31 0.78 -1.02  0.24
H -7.41 -0.95 -1.39  0.27
H -6.63 1.12 -3.08  0.29
C 0.73 -3.49 -4.72  -1.34
C 0.88 -2.04 -4.38  0.37
O 2.27 -1.68 -4.20  -0.63
H -0.32 -3.77 -4.67  0.38
H 1.24 -4.12 -3.99  0.22
H 1.06 -3.70 -5.73  0.37
H 0.38 -1.76 -3.45  -0.17
H 0.53 -1.38 -5.18  0.48
H 2.40 -0.74 -4.41  0.40
C -1.71 1.32 4.82  -0.62
C -2.32 0.61 6.00  -0.35
O -3.41 1.37 6.48  -0.51
H -0.82 0.78 4.48  -0.02
H -1.40 2.35 5.01  0.41
H -2.41 1.31 3.99  0.25
H -1.52 0.48 6.74  0.27
H -2.64 -0.39 5.69  0.25
H -3.87 0.90 7.19  0.30
C 2.96 1.74 -2.45  -0.45
C 3.78 1.29 -3.65  -0.50
O 2.90 0.99 -4.75  -0.62
H 2.33 2.56 -2.81  0.11
H 3.58 2.08 -1.63  0.35
H 2.26 0.96 -2.14  0.03
H 4.35 0.39 -3.42  0.26
H 4.47 2.10 -3.89  0.46
H 3.06 1.65 -5.42  0.30
C 1.71 2.89 3.15  -0.99
C 2.75 2.62 2.08  0.26
O 3.48 1.46 2.56  -0.53
H 1.19 3.85 3.04  0.29
H 2.20 2.99 4.12  0.49
H 0.98 2.09 3.20  0.14
H 3.46 3.39 1.78  0.31
H 2.29 2.25 1.16  -0.18
H 3.94 1.68 3.38  0.25

Calculated values
Energy above the lowest of the compared OMol25 structures with the same formula, charge and spin ... 0.00 kJ/mol
Electronic energy ... -75651.86163 eV
Charge ... +1
Kohn-Sham gap ... 5.88 eV